1.
This record from the Open Molecules 2025 dataset describes a structure of composition C29H35ClCuF3N4O5S2 at a distorted geometry. The level of theory is ωB97M-V/def2-TZVPD.

Geometry as XYZ:
```
80
Properties=species:S:1:pos:R:3:forces:R:3:mulliken_charge:R:1
Cu -3.254162 0.933165 -1.169159 -0.41 0.30 0.05 -0.384
S -3.960767 3.028382 -0.522988 0.15 0.07 -0.42 -0.467
C -3.895640 3.740762 -2.153530 1.34 0.72 0.42 0.128
C -3.656672 5.145266 -2.297967 -0.52 -1.69 0.45 -0.431
C -3.493840 5.732538 -3.516565 -0.69 0.63 -1.23 -0.483
C -3.564485 4.972364 -4.689173 -0.28 0.35 0.40 -0.369
C -3.743570 3.600477 -4.538211 0.34 0.80 -2.18 -0.625
C -3.797514 2.967801 -3.330871 -0.72 -1.25 1.25 0.376
S -3.801683 1.178193 -3.354117 0.17 0.47 0.06 -0.472
H -3.572691 5.746210 -1.423381 -0.14 0.29 0.70 0.379
H -3.493136 6.817941 -3.603520 0.45 -0.07 0.13 0.334
H -3.541238 5.517029 -5.643269 0.04 -0.64 0.24 0.333
H -3.816056 2.961203 -5.417905 0.14 0.16 0.04 0.331
F 4.234081 0.219007 -1.641272 0.50 -1.09 0.31 -0.294
C 4.755327 -1.018054 -1.235803 -0.71 0.82 -0.26 0.849
F 4.545320 -1.066211 0.096614 0.03 -0.22 -0.26 -0.215
F 6.094461 -0.911320 -1.381895 -0.43 -0.30 -0.30 -0.295
C 3.983375 -2.174454 -2.097629 -0.95 0.93 1.85 0.242
O 4.465804 -2.363876 -3.188378 0.20 -0.48 -0.59 -0.660
O 2.922871 -2.579649 -1.507475 1.71 0.46 -0.96 -0.695
O -0.041661 7.471084 -5.154508 0.30 0.15 0.32 -0.521
C 0.326428 7.454948 -3.859146 0.10 -0.45 -0.32 0.236
O 0.130791 8.396178 -3.154400 -0.09 0.63 0.65 -0.605
C 0.926630 6.132397 -3.353271 0.94 0.24 -1.54 0.398
N 1.433161 5.267762 -4.473945 0.26 1.18 0.27 -0.591
C 0.757232 3.951049 -4.400569 0.56 0.38 0.76 -0.664
C 0.178660 3.824559 -2.992631 -1.41 0.97 -0.21 -0.455
C -0.151034 5.331010 -2.735003 -2.62 -1.49 0.73 -0.132
H 1.758206 6.369491 -2.696087 -0.07 0.13 0.34 0.424
H 2.457922 5.246679 -4.444105 -0.76 -0.36 0.01 0.252
H 0.428280 6.710222 -5.521826 0.07 -0.71 -0.39 0.394
H 1.503896 3.196238 -4.536918 0.15 -0.66 -0.74 0.428
H -0.036429 3.979605 -5.143389 0.00 -0.57 -0.03 0.277
H 0.782318 3.343948 -2.230924 0.65 0.19 -0.09 0.335
H -0.766609 3.256516 -2.997789 0.26 0.18 -0.07 0.038
H -0.372984 5.563728 -1.690166 0.28 0.02 -0.08 0.603
H -1.156834 5.483068 -3.251667 1.38 0.08 0.44 -0.480
C -0.145892 -1.072845 2.847596 1.86 -0.06 1.92 -1.778
C 1.227051 -1.661558 2.317242 -0.51 0.23 0.02 2.342
C 2.197740 -2.001935 3.486116 -1.74 -0.31 0.89 -1.853
C 1.883341 -0.524289 1.479855 1.00 -1.37 0.01 -1.497
C 1.102327 -2.917982 1.411793 1.06 -1.29 0.18 1.445
O 2.452814 -3.330802 1.021645 -0.90 -0.03 1.22 -0.740
C 0.635857 -4.265017 2.165023 -0.73 1.45 -1.46 -2.344
C -0.686385 -4.355814 2.979183 0.33 0.31 -0.25 -0.604
C -0.549063 -5.020070 4.316542 0.38 -0.76 1.04 -0.063
C -1.005939 -4.478295 5.518049 -0.15 -0.10 0.79 -0.081
C -0.804955 -5.148117 6.767043 -0.19 1.08 -2.25 -0.866
C -0.095880 -6.309872 6.821892 -0.75 -0.42 0.21 0.444
Cl 0.027528 -7.144089 8.335842 0.21 -0.19 0.35 -0.247
C 0.315448 -6.913951 5.656584 0.07 0.49 0.01 -0.867
C 0.105871 -6.253720 4.475449 0.10 0.35 -0.61 -0.151
C 0.478155 -2.744421 0.010439 -0.93 0.32 1.07 -2.190
N -0.865684 -2.155338 -0.020400 1.94 -0.03 -0.65 0.906
C -1.162573 -1.032315 -0.643965 0.92 0.53 -0.45 -0.014
N -2.389292 -0.680510 -0.383335 -0.78 0.35 0.60 -0.068
C -2.797881 -1.649337 0.477987 -1.16 0.44 0.20 -0.463
N -1.889947 -2.579270 0.679729 -1.12 -0.62 1.10 -0.783
H 0.192742 -0.117272 3.320006 -0.63 -0.49 -0.34 0.616
H -0.627776 -1.641517 3.687602 0.46 0.30 -0.94 0.181
H -0.851074 -0.859772 2.078900 -0.45 0.18 -0.48 0.413
H 2.268887 -1.172853 4.193319 0.25 0.34 -0.32 0.428
H 3.155983 -2.321006 3.134963 0.56 0.06 -0.33 0.446
H 1.818059 -2.814585 4.142597 -0.04 0.19 -0.50 0.285
H 2.953802 -0.520980 1.716610 -0.22 0.16 -0.12 0.384
H 1.491697 0.436207 1.739745 -0.39 0.60 -0.16 0.389
H 1.854875 -0.752202 0.403822 -0.20 0.61 0.38 0.132
H 2.702745 -2.858693 0.214903 0.38 0.07 -0.64 0.516
H 1.452579 -4.485683 2.787585 1.13 -0.31 0.87 1.010
H 0.667676 -5.008959 1.346734 -0.19 0.17 0.51 0.481
H -1.370327 -4.838568 2.302370 -0.60 -0.55 0.16 0.462
H -1.170319 -3.418198 3.194710 0.15 0.49 -0.35 0.335
H -1.552301 -3.521188 5.556124 0.28 -0.53 -0.20 0.340
H -1.293534 -4.751342 7.607286 -0.24 0.49 1.16 0.428
H 0.788583 -7.866751 5.652060 0.39 -0.53 0.12 0.416
H 0.543075 -6.712392 3.624439 0.11 -0.35 -0.92 0.378
H 0.404817 -3.737950 -0.347539 -0.04 -0.95 -0.73 0.568
H 1.148639 -2.187668 -0.656538 -0.59 -0.12 0.19 0.786
H -0.415697 -0.479665 -1.177884 -0.06 0.13 -0.42 0.583
H -3.763531 -1.554673 1.010713 0.79 -0.52 -0.61 0.373
```
Forces are in eV/Å.

Values from the calculation:
Total charge: -2
HOMO-LUMO gap (eV): 4.80

2.
This record from the Open Molecules 2025 dataset describes a structure of composition C29H35N3O3RuS. The level of theory is ωB97M-V/def2-TZVPD.

Geometry as XYZ:
```
72
Properties=species:S:1:pos:R:3:forces:R:3:mulliken_charge:R:1
Ru 0.108043 -0.599020 -0.502450 0.77 0.38 0.27 -0.338
C -2.026885 -4.698579 0.562153 0.04 0.03 0.00 -1.835
C -0.531964 -4.614849 0.422822 -0.05 -0.01 -0.02 0.944
C 0.203805 -5.790359 0.366885 0.08 -0.06 -0.02 -0.765
C 1.569983 -5.784163 0.128567 -0.08 0.02 0.01 -0.794
C 2.235518 -4.587904 -0.117543 -0.02 -0.04 -0.06 -0.889
C 1.551537 -3.391464 -0.058588 0.10 -0.06 -0.01 0.956
C 2.283417 -2.107330 -0.359776 -0.28 -0.05 -0.14 -0.757
C 0.179897 -3.409162 0.281223 -0.07 -0.02 0.00 0.041
N -0.416606 -2.152991 0.437909 -0.25 -0.02 0.04 0.676
C -1.440557 -1.882948 1.402984 -0.18 0.21 -0.02 -0.062
O -1.640301 -2.503403 2.400012 0.11 -0.15 0.07 -0.477
C -2.186201 -0.611418 1.066299 0.07 0.01 -0.07 0.271
C -3.330509 -0.117553 1.659822 -0.03 -0.02 -0.02 -0.700
C -3.833544 1.096523 1.189439 -0.01 0.03 -0.03 -0.611
C -3.200701 1.785962 0.156630 -0.11 0.02 0.05 -0.554
C -2.050358 1.238772 -0.378738 0.02 0.02 -0.09 0.306
N -1.606503 0.083809 0.090965 -0.12 -0.18 0.16 0.496
C -1.205396 1.750119 -1.521935 0.22 -0.15 -0.06 -0.221
O -1.490806 2.722716 -2.160058 -0.05 0.05 -0.03 -0.557
N -0.088883 0.910455 -1.726167 -0.24 -0.18 0.15 1.006
C 0.478966 0.795697 -3.037088 -0.02 -0.04 -0.11 0.161
C 0.218441 -0.421505 -3.669952 -0.10 -0.01 0.04 1.198
C -0.706627 -1.406464 -3.003887 0.01 -0.21 0.06 -0.778
C 0.747511 -0.660369 -4.926406 -0.05 -0.10 0.04 -1.161
C 1.525264 0.312625 -5.535974 0.05 0.05 -0.04 -0.936
C 1.777679 1.508175 -4.888250 0.02 0.05 -0.02 -0.974
C 1.266874 1.778339 -3.618488 0.11 0.07 0.03 0.389
C 1.618381 3.052150 -2.900442 0.00 -0.02 -0.02 -1.164
H -2.388404 -5.575278 0.027737 0.01 -0.01 0.01 0.584
H -2.538135 -3.830274 0.144733 0.00 -0.01 -0.01 0.277
H -2.324615 -4.794046 1.606342 0.01 0.02 0.01 0.354
H -0.315582 -6.732456 0.488358 0.02 0.00 0.00 0.510
H 2.114471 -6.718298 0.094220 -0.01 0.01 0.00 0.432
H 3.288728 -4.594356 -0.366473 0.00 -0.01 0.01 0.483
H 3.221325 -2.322960 -0.870699 0.06 0.04 0.08 0.530
H 2.498067 -1.494434 0.513434 -0.01 -0.01 0.04 0.222
H 1.786765 -1.494898 -1.168240 0.02 0.14 -0.11 0.124
H -3.810741 -0.669740 2.456478 0.01 0.00 0.00 0.642
H -4.735090 1.504161 1.627613 0.01 0.00 0.00 0.510
H -3.585500 2.719517 -0.232359 0.01 -0.01 -0.01 0.654
H -1.726033 -1.037499 -2.886896 0.00 0.02 -0.03 0.277
H -0.371872 -1.823759 -2.002169 0.04 0.12 -0.06 0.271
H -0.745932 -2.348806 -3.552943 -0.04 0.03 -0.03 0.537
H 0.545140 -1.594842 -5.434907 -0.01 0.01 0.01 0.454
H 1.938160 0.134825 -6.519504 0.00 0.00 0.01 0.430
H 2.395974 2.255541 -5.369820 -0.01 0.00 0.01 0.460
H 2.122029 3.741961 -3.574162 0.00 0.00 0.00 0.491
H 2.306441 2.848927 -2.074497 -0.01 -0.01 -0.01 0.264
H 0.731931 3.551538 -2.510743 0.00 0.00 0.00 0.252
C -0.883259 0.895195 4.635353 0.00 0.02 -0.02 -1.038
C 0.305518 1.835049 4.483139 -0.03 -0.01 0.02 -0.322
C 1.258663 1.407042 3.371098 -0.01 -0.08 -0.05 -1.167
S 0.491284 1.580476 1.741659 -0.08 0.19 0.12 1.016
O 1.032974 0.307359 0.978951 0.06 -0.07 -0.16 -0.637
C 1.451606 2.913720 1.016112 -0.02 0.08 -0.01 -0.439
C 1.024153 4.269606 1.582621 0.01 -0.03 -0.02 -0.693
C -0.400035 4.657852 1.199917 -0.01 -0.01 0.02 -0.994
H -1.551100 1.240866 5.422375 0.01 0.00 0.00 0.447
H -0.557469 -0.113879 4.891977 0.00 0.00 -0.01 0.326
H -1.468633 0.838543 3.712507 0.00 0.00 0.02 0.126
H 0.890411 1.853142 5.404124 0.00 0.00 0.00 0.461
H -0.026931 2.863244 4.320005 -0.01 0.00 -0.01 0.224
H 1.493106 0.341191 3.426505 0.01 0.02 0.04 0.584
H 2.188216 1.975091 3.355554 0.01 -0.01 0.00 0.445
H 1.243592 2.847672 -0.054184 -0.02 0.01 0.00 -0.386
H 2.502992 2.682492 1.191661 0.00 -0.03 0.00 0.774
H 1.728931 5.003528 1.188842 0.01 -0.02 -0.02 0.487
H 1.160695 4.287399 2.667110 -0.01 -0.01 0.00 0.246
H -0.525545 4.670710 0.114628 0.00 -0.01 0.02 0.232
H -0.637267 5.652645 1.572738 0.00 -0.01 -0.01 0.431
H -1.138499 3.970372 1.621836 0.00 0.01 -0.01 0.251
```
Forces are in eV/Å.

Values from the calculation:
Total charge: +2
HOMO-LUMO gap (alpha / beta) (eV): 5.58 / 5.58

3.
This record from the Open Molecules 2025 dataset describes a structure of composition C29H36AsMnN4O3S2 at a distorted geometry. The level of theory is ωB97M-V/def2-TZVPD.

Geometry as XYZ:
```
76
Properties=species:S:1:pos:R:3:forces:R:3:mulliken_spin:R:1
Mn -0.375527 0.277162 -0.385953 0.35 0.09 -0.58 2.911
C 1.360653 -9.516568 0.091516 0.06 0.23 0.13 0.001
O 1.568105 -8.158377 0.532252 0.25 -0.50 -0.41 0.026
C 0.634371 -7.576992 1.257687 -0.16 -0.01 0.13 0.059
C 0.904452 -6.245891 1.631322 0.04 0.10 -0.01 -0.013
C -0.009581 -5.544752 2.360661 0.01 -0.01 0.25 0.025
C -1.215490 -6.166962 2.745460 0.17 0.05 0.19 0.080
C -1.453313 -7.505991 2.425377 -0.17 -0.02 0.06 0.048
C -0.546686 -8.209385 1.665941 -0.07 -0.03 0.01 -0.014
N -2.187016 -5.524887 3.501693 0.06 -0.92 -0.33 0.194
N -2.249035 -4.348466 3.764719 -0.03 1.14 -0.03 0.228
C -1.938658 -3.204153 3.099435 -0.10 -0.35 0.12 0.154
C -1.796308 -2.058465 3.906515 0.08 0.05 0.18 0.032
C -1.415612 -0.841023 3.405279 -0.12 -0.18 0.40 0.019
C -1.179830 -0.704188 2.035018 -0.05 -0.50 -0.36 0.078
O -0.824400 0.381933 1.494071 -0.08 0.49 0.41 0.060
C -1.389190 -1.871885 1.165698 0.05 0.45 0.21 0.001
N -1.186923 -1.640763 -0.152879 0.17 0.46 0.20 0.031
C -1.431557 -2.599756 -1.014362 -0.02 -0.33 -0.25 0.028
C -1.935269 -3.846654 -0.612318 0.00 0.05 -0.20 0.001
C -2.130780 -4.094961 0.719654 -0.19 -0.13 0.05 0.018
C -1.813078 -3.094337 1.662305 -0.28 -0.25 0.20 0.005
H 2.209318 -9.755817 -0.534045 0.10 0.02 -0.04 0.000
H 0.442651 -9.597453 -0.487038 -0.05 0.04 -0.04 0.000
H 1.331160 -10.192167 0.943885 0.00 -0.01 0.06 0.000
H 1.847890 -5.805433 1.332036 -0.06 -0.06 0.00 0.000
H 0.201633 -4.527091 2.667337 0.04 -0.10 -0.02 0.002
H -2.365802 -7.975415 2.778746 0.09 0.07 -0.03 -0.005
H -0.745253 -9.240662 1.408847 0.01 0.09 0.03 -0.001
H -1.960205 -2.181285 4.972653 -0.02 -0.01 -0.11 -0.009
H -1.291668 0.015937 4.052418 0.03 0.00 -0.03 0.000
H -1.234574 -2.382512 -2.058696 -0.04 -0.02 0.06 -0.006
H -2.176568 -4.592981 -1.361345 0.05 0.10 0.10 -0.001
H -2.553619 -5.044996 1.034823 0.10 0.25 -0.10 0.009
C 2.199144 2.681646 1.598378 -0.05 0.15 -0.01 0.002
As 2.930930 1.682541 0.137844 0.03 -0.23 0.26 0.012
C 4.799766 1.538185 0.491194 0.07 0.10 0.04 0.001
C 2.785485 2.696104 -1.468819 0.00 0.15 -0.08 0.001
S 2.079117 -0.253441 0.047532 -0.10 -0.06 -0.16 0.044
H 2.323252 3.752257 1.432723 -0.01 -0.05 0.03 0.000
H 2.728896 2.381281 2.497812 0.01 -0.01 0.09 0.000
H 1.150577 2.419657 1.694321 -0.09 0.01 0.03 0.002
H 5.212731 2.530139 0.667788 0.03 0.01 0.00 0.000
H 5.287344 1.079599 -0.361194 0.08 -0.08 -0.09 0.000
H 4.932901 0.917298 1.369690 0.06 -0.07 0.10 0.000
H 2.974490 3.744872 -1.239905 0.00 -0.01 -0.06 0.000
H 1.791111 2.568321 -1.876822 -0.17 0.04 -0.09 0.002
H 3.535249 2.329568 -2.164502 0.01 0.00 -0.09 0.000
C -0.831761 -0.075128 -6.715224 0.07 0.07 0.15 0.000
C -0.669903 0.018301 -5.220840 0.05 -0.05 -0.33 -0.007
C -1.707806 0.431022 -4.395938 -0.21 0.08 -0.05 0.010
C -1.512307 0.501118 -3.034916 0.10 -0.03 0.08 0.003
N -0.352827 0.191813 -2.432076 -0.21 -0.02 -0.34 -0.063
C 0.656602 -0.197559 -3.223284 -0.10 0.02 -0.05 -0.005
C 0.532526 -0.295856 -4.595930 0.17 -0.07 -0.05 0.004
H -1.878760 -0.035407 -7.012327 0.04 -0.01 0.05 0.000
H -0.391561 -0.995747 -7.097217 -0.01 0.00 0.02 0.000
H -0.312810 0.755476 -7.201100 -0.02 -0.03 0.05 0.000
H -2.673563 0.698148 -4.812258 0.09 -0.05 0.06 0.000
H -2.320805 0.803431 -2.386113 -0.12 0.08 0.11 0.002
H 1.581678 -0.437322 -2.724500 0.13 -0.06 0.09 -0.002
H 1.384800 -0.630122 -5.178681 -0.07 0.05 0.06 0.000
O -0.510124 2.332836 -0.613988 -0.12 -0.05 -0.05 0.034
S -0.970760 3.657867 0.000432 0.31 -0.14 0.12 0.004
C -2.204379 4.318254 -1.148450 -0.06 0.18 -0.02 -0.003
C -3.438830 4.631297 -0.308324 0.01 -0.08 0.00 0.002
C -3.575041 3.441662 0.637172 0.10 0.03 0.00 -0.002
C -2.201270 3.301774 1.288683 -0.15 0.02 -0.11 0.000
H -2.374254 3.508067 -1.858316 -0.03 -0.01 -0.03 -0.001
H -1.775602 5.173798 -1.667131 -0.01 -0.03 0.00 0.000
H -4.317462 4.791998 -0.932055 0.04 -0.04 -0.03 0.000
H -3.274104 5.543323 0.268289 -0.05 0.05 -0.01 0.000
H -3.802185 2.539721 0.066575 -0.07 -0.05 -0.02 -0.001
H -4.361848 3.574455 1.376649 0.02 0.02 0.05 0.000
H -1.953939 2.314033 1.662126 0.03 -0.11 0.11 0.001
H -2.043789 4.036161 2.079292 0.01 0.04 -0.02 0.000
```
Forces are in eV/Å.

Values from the calculation:
Expectation value of S²: 6.045
2S+1: 5
Total charge: +2
HOMO-LUMO gap (alpha / beta) (eV): 6.41 / 5.80

| no. | E (eV) |
| --- | --- |
| 1 | -133828.23998 |
| 2 | -54656.22711 |
| 3 | -156575.97701 |